Record 1
DFT (ωB97M-V with the def2-TZVPD basis set) results for C24H30FN3O5S in the gas phase.

Geometry as XYZ:
```
64
Properties=species:S:1:pos:R:3
C 0.640 1.841 3.412
C 2.135 1.535 3.465
N 2.420 0.123 3.624
C 2.497 -0.391 4.985
C 1.106 -0.915 5.375
O 0.299 -0.244 5.986
N 0.880 -2.165 4.929
C -0.466 -2.691 4.782
C -0.894 -2.494 3.349
C -0.698 -3.495 2.406
C -0.996 -3.277 1.073
C -1.480 -2.039 0.693
F -1.778 -1.822 -0.608
C -1.677 -1.022 1.608
C -1.382 -1.259 2.938
C 2.399 -0.790 2.618
O 2.627 -1.979 2.848
C 2.053 -0.337 1.264
C 1.762 -1.254 0.332
C 1.295 -1.004 -1.013
C 1.067 -2.079 -1.876
C 0.581 -1.901 -3.156
C 0.303 -0.618 -3.626
O -0.199 -0.318 -4.842
C -0.398 -1.365 -5.770
C 0.547 0.459 -2.773
S 0.291 2.128 -3.366
O 1.101 2.329 -4.536
O 0.480 3.027 -2.263
N -1.334 2.111 -3.747
C -2.050 3.368 -3.579
C -1.653 4.388 -4.644
C -3.551 3.096 -3.586
C 1.026 0.278 -1.500
H 0.488 2.910 3.288
H 0.172 1.320 2.580
H 0.164 1.527 4.337
H 2.635 1.904 2.565
H 2.579 2.056 4.317
H 2.790 0.414 5.659
H 3.234 -1.197 5.018
H 1.573 -2.547 4.288
H -0.465 -3.750 5.051
H -1.109 -2.136 5.468
H -0.309 -4.453 2.715
H -0.857 -4.049 0.332
H -2.056 -0.068 1.275
H -1.529 -0.479 3.669
H 1.984 0.715 1.053
H 1.862 -2.295 0.618
H 1.274 -3.082 -1.529
H 0.413 -2.765 -3.779
H 0.536 -1.892 -5.983
H -1.150 -2.075 -5.412
H -0.755 -0.886 -6.680
H -1.452 1.711 -4.667
H -1.741 3.733 -2.596
H -0.574 4.523 -4.631
H -2.133 5.345 -4.453
H -1.948 4.039 -5.633
H -3.866 2.739 -4.564
H -4.094 4.010 -3.358
H -3.799 2.342 -2.844
H 1.177 1.163 -0.905
```

Results
energy above the lowest of the compared OMol25 structures with the same formula, charge and spin	55.1	kJ/mol
gap between HOMO and LUMO	8.5	eV

Record 2
DFT (ωB97M-V with the def2-TZVPD basis set) results for a molecular structure, C24H30IrOS2.

Geometry as XYZ:
```
58
Properties=species:S:1:pos:R:3
Ir -0.342 0.175 1.984
C -0.611 1.162 6.359
C -0.801 -0.248 5.811
C -1.829 -1.031 6.659
C -1.287 -0.305 4.391
C -1.102 -1.479 3.621
C -1.727 -1.650 2.368
C -2.561 -0.636 1.820
C -3.344 -0.863 0.568
C -2.610 0.594 2.517
C -1.971 0.760 3.764
H -0.172 1.107 7.353
H -1.564 1.684 6.464
H 0.049 1.776 5.741
H 0.144 -0.800 5.856
H -2.804 -0.543 6.632
H -1.488 -1.049 7.693
H -1.940 -2.063 6.324
H -0.507 -2.291 4.023
H -1.614 -2.587 1.837
H -2.844 -1.558 -0.103
H -3.556 0.070 0.049
H -4.303 -1.309 0.849
H -3.175 1.416 2.093
H -2.054 1.716 4.264
C 2.420 0.290 4.008
S 1.752 1.033 2.506
C 1.626 2.779 2.951
H 3.432 0.675 4.125
H 2.458 -0.786 3.857
H 1.811 0.554 4.868
H 1.022 2.900 3.847
H 1.188 3.310 2.109
H 2.641 3.136 3.118
O 1.111 -0.551 -3.705
S 1.889 0.008 -4.813
C 0.863 0.253 -6.251
C 1.429 0.944 -7.369
C 0.645 1.198 -8.456
C -0.713 0.799 -8.427
C -1.275 0.135 -7.294
C -0.496 -0.110 -6.192
C 2.927 -1.310 -5.523
C 2.416 -2.654 -5.508
C 3.181 -3.718 -6.009
C 4.439 -3.464 -6.489
C 4.951 -2.127 -6.474
C 4.185 -1.044 -5.965
H 2.464 1.265 -7.336
H 1.028 1.712 -9.327
H -1.349 1.008 -9.279
H -2.315 -0.165 -7.333
H -0.881 -0.589 -5.301
H 1.434 -2.838 -5.085
H 2.779 -4.723 -5.993
H 5.063 -4.260 -6.875
H 5.946 -1.937 -6.863
H 4.613 -0.049 -5.943
```

Results
energy above the lowest of the compared OMol25 structures with the same formula, charge and spin	0.0	kJ/mol
2S+1	6
charge	+4
gap between HOMO and LUMO (spin up / spin down)	8.1 / 5.6	eV
<S²>	8.8015

Record 3
DFT (ωB97M-V with the def2-TZVPD basis set) results for a molecular structure, C24H30N2O3PRu.

Geometry as XYZ:
```
61
Properties=species:S:1:pos:R:3
Ru -1.864 -0.653 -0.456
N -3.716 -0.851 -1.497
C -3.821 -1.785 -2.666
C -2.721 -1.559 -3.686
C -1.299 -1.565 -3.132
C -0.891 -2.765 -2.283
N -1.454 -2.670 -0.884
H -4.423 -1.120 -0.812
H -3.991 0.087 -1.793
H -4.801 -1.646 -3.125
H -3.811 -2.800 -2.265
H -2.891 -0.616 -4.210
H -2.817 -2.339 -4.445
H -1.108 -0.625 -2.556
H -0.590 -1.478 -3.957
H 0.192 -2.796 -2.179
H -1.213 -3.706 -2.729
H -0.783 -3.039 -0.211
H -2.281 -3.259 -0.790
O -0.501 -0.771 0.984
P 0.867 -0.059 1.228
C 1.832 -1.049 2.320
C 3.228 -1.048 2.242
C 3.963 -1.765 3.171
C 3.314 -2.474 4.173
C 1.925 -2.471 4.256
C 1.179 -1.760 3.336
C 0.531 1.533 2.043
C 1.556 2.403 2.315
C 1.313 3.609 3.046
C 0.040 3.923 3.530
C -0.988 3.059 3.264
C -0.751 1.867 2.514
C 1.684 0.279 -0.313
C 1.583 1.517 -0.953
C 2.161 1.697 -2.201
C 2.832 0.646 -2.813
C 2.925 -0.592 -2.187
C 2.353 -0.781 -0.941
H 3.741 -0.497 1.463
H 5.043 -1.774 3.112
H 3.893 -3.036 4.894
H 1.430 -3.028 5.039
H 0.099 -1.768 3.402
H 2.572 2.200 2.001
H 2.148 4.276 3.223
H -0.126 4.831 4.093
H -1.995 3.261 3.603
H -1.585 1.198 2.348
H 1.063 2.343 -0.486
H 2.103 2.661 -2.689
H 3.298 0.796 -3.778
H 3.467 -1.399 -2.661
H 2.459 -1.738 -0.442
C -2.144 2.988 -1.816
C -1.888 2.478 -0.438
O -1.469 3.106 0.496
O -2.191 1.163 -0.241
H -1.638 3.940 -1.952
H -3.218 3.151 -1.936
H -1.822 2.273 -2.573
```

Results
energy above the lowest of the compared OMol25 structures with the same formula, charge and spin	0.0	kJ/mol
2S+1	5
charge	+3
gap between HOMO and LUMO (spin up / spin down)	8.0 / 4.9	eV
<S²>	6.0312

Record 4
DFT (ωB97M-V with the def2-TZVPD basis set) results for C24H30N4O4 in the gas phase.

Geometry as XYZ:
```
62
Properties=species:S:1:pos:R:3
O 1.228 0.541 -0.603
C 1.713 -0.535 -0.282
N 3.016 -0.815 -0.309
C 4.037 0.116 -0.735
C 4.584 -0.253 -2.132
C 6.104 -0.319 -1.978
C 6.298 -0.754 -0.529
C 5.247 0.068 0.214
C 0.894 -1.770 0.095
O 1.256 -2.837 -0.388
N -0.178 -1.661 0.898
C -0.999 -2.851 1.090
C -2.375 -2.650 0.522
C -3.511 -2.651 1.321
C -4.747 -2.445 0.732
C -4.796 -2.242 -0.637
N -3.721 -2.236 -1.409
C -2.547 -2.433 -0.842
C -0.604 -0.511 1.682
C -1.787 0.272 1.038
O -2.838 0.369 1.640
N -1.503 0.770 -0.164
C -2.375 1.641 -0.929
C -3.772 1.081 -1.198
C -4.546 2.303 -1.692
C -3.910 3.515 -0.980
C -2.687 2.972 -0.232
C 0.505 0.422 2.046
C 0.550 1.781 2.126
C 1.850 2.106 2.585
C 2.495 0.924 2.751
O 1.689 -0.107 2.435
H 3.283 -1.778 -0.158
H 3.558 1.098 -0.734
H 4.192 -1.230 -2.420
H 4.276 0.467 -2.888
H 6.540 0.670 -2.126
H 6.560 -1.006 -2.689
H 7.306 -0.566 -0.164
H 6.088 -1.820 -0.428
H 4.977 -0.363 1.177
H 5.618 1.079 0.384
H -0.489 -3.668 0.570
H -1.054 -3.085 2.158
H -3.430 -2.806 2.387
H -5.648 -2.434 1.325
H -5.735 -2.071 -1.147
H -1.693 -2.418 -1.507
H -1.014 -0.923 2.618
H -0.531 0.714 -0.471
H -1.865 1.828 -1.878
H -3.764 0.264 -1.917
H -4.188 0.717 -0.259
H -5.609 2.217 -1.475
H -4.433 2.401 -2.772
H -3.611 4.269 -1.708
H -4.610 3.983 -0.289
H -2.941 2.759 0.806
H -1.842 3.659 -0.255
H -0.240 2.462 1.887
H 2.242 3.086 2.760
H 3.487 0.685 3.081
```

Results
energy above the lowest of the compared OMol25 structures with the same formula, charge and spin	136.7	kJ/mol
gap between HOMO and LUMO	9.4	eV